Molecular formula: CH10N2O4
Method: DFT, the ωB97M-V functional and the def2-TZVPD basis

```
! RIJCOSX wB97M-V def2-TZVPD def2/J DEFGRID3
* xyz 0 1
O 1.821 -8.559 -4.085
H 1.397 -8.713 -3.268
H 1.679 -9.398 -4.526
O 2.375 -4.344 -6.967
H 2.509 -3.476 -7.381
H 2.425 -4.194 -6.020
O 1.641 -5.450 -4.632
H 2.137 -6.261 -4.776
H 1.039 -5.432 -5.402
C 1.109 -7.676 -8.695
O 0.815 -8.861 -8.825
N 1.241 -6.774 -9.678
N 1.303 -7.084 -7.482
H 1.194 -7.070 -10.616
H 1.170 -5.819 -9.460
H 1.483 -7.799 -6.790
H 1.964 -6.243 -7.473
*
```

Calculated values
Energy relative to the best compared isomer or geometry (same formula, charge and spin) in kcal/mol: 15.3
Kohn-Sham gap in eV: 10.257
LUMO energy in eV: 0.526

natural (NBO) atomic charge list, values in e, 4 entries:
1 O -0.94
2 H 0.47
3 H 0.47
4 O -0.98


Molecular formula: H24O12
Method: DFT, the ωB97M-V functional and the def2-TZVPD basis

```
! RIJCOSX wB97M-V def2-TZVPD def2/J DEFGRID3
* xyz 0 1
H -0.482 0.106 0.582
H 1.115 -0.175 0.669
H -4.082 -2.501 0.666
H -5.035 -2.877 -0.471
H 3.559 0.249 -0.186
H 3.689 -0.457 1.211
H -0.142 1.296 3.059
H 0.694 0.076 3.719
H -3.683 3.242 0.119
H -3.021 1.926 0.537
H -1.885 3.039 -2.778
H -2.719 2.198 -3.681
H 1.064 5.776 1.092
H 1.018 4.353 0.379
H 3.992 -0.741 -1.956
H 5.413 -0.230 -2.123
H 2.569 -3.432 -2.029
H 3.788 -2.630 -2.289
H -0.652 -0.721 -2.239
H -1.799 -0.903 -1.268
H 0.525 -1.935 1.676
H 0.468 -2.898 2.926
H -1.641 -2.793 -0.585
H -1.752 -3.368 0.800
O 0.388 0.244 1.045
O -4.297 -2.303 -0.195
O 3.281 0.298 0.774
O 0.085 0.857 3.890
O -3.844 2.382 0.320
O -2.063 2.117 -3.014
O 1.528 5.193 0.488
O 4.611 -0.066 -1.652
O 2.885 -2.586 -1.793
O -1.507 -0.257 -1.924
O 0.745 -2.839 2.019
O -1.935 -2.614 0.314
*
```

Calculated values
Energy relative to the best compared isomer or geometry (same formula, charge and spin) in kcal/mol: 89.9
Kohn-Sham gap in eV: 10.453
LUMO energy in eV: -0.218

natural (NBO) atomic charge list, values in e, 4 entries:
1 H 0.49
2 H 0.49
3 H 0.47
4 H 0.46


Molecular formula: C24H50ClNO3P2PdSi2
Method: DFT, the ωB97M-V functional and the def2-TZVPD basis

```
! RIJCOSX wB97M-V def2-TZVPD def2/J DEFGRID3
* xyz 0 5
Pd 0.278 0.795 -0.328
C 2.068 -0.024 -1.405
C 1.315 -1.211 -1.695
C 0.160 -0.797 -2.418
Si 1.919 -2.908 -1.209
C 0.206 0.617 -2.593
C 1.455 1.108 -2.040
Si 2.075 2.856 -1.946
H 3.008 0.015 -0.850
H -0.635 -1.456 -2.760
H -0.510 1.259 -3.098
Cl -3.807 -0.144 2.145
C 3.930 2.820 -1.804
C 1.529 3.809 -3.452
C 3.783 -2.943 -1.070
C 1.394 -4.149 -2.509
H 2.214 3.518 -4.266
H 1.623 4.895 -3.289
H 0.500 3.575 -3.759
H 4.221 2.288 -0.887
H 4.345 3.839 -1.783
H 4.336 2.286 -2.676
H 2.028 -3.969 -3.393
H 0.348 -4.037 -2.822
H 1.557 -5.185 -2.174
H 4.211 -2.581 -2.016
H 4.167 -3.954 -0.874
H 4.107 -2.277 -0.258
C 1.382 3.655 -0.361
C 1.160 -3.229 0.497
P -0.252 2.968 0.038
H 1.353 4.747 -0.472
H 2.065 3.409 0.469
P -0.594 -2.726 0.698
H 1.746 -2.667 1.246
H 1.260 -4.298 0.733
C -1.085 -3.476 2.346
C -1.522 -3.770 -0.566
C -1.387 3.626 -1.288
C -0.886 3.618 1.635
C -0.791 2.583 2.757
H -1.952 3.822 1.460
C -0.179 4.916 2.028
H 0.885 4.734 2.217
H -0.626 5.300 2.954
H -0.275 5.697 1.268
H -1.432 1.711 2.590
H -1.093 3.050 3.702
H 0.235 2.224 2.881
H -0.926 3.306 -2.242
C -1.487 5.156 -1.278
C -2.783 3.005 -1.191
H -0.524 5.656 -1.438
H -1.933 5.527 -0.342
H -2.157 5.460 -2.098
H -2.778 1.937 -1.431
H -3.453 3.506 -1.907
H -3.215 3.139 -0.187
H -1.033 -3.530 -1.525
C -2.985 -3.317 -0.649
C -1.423 -5.273 -0.317
H -0.396 -5.653 -0.372
H -2.002 -5.791 -1.095
H -1.862 -5.551 0.651
H -3.067 -2.301 -1.051
H -3.476 -3.347 0.335
H -3.539 -3.988 -1.320
C -1.095 -2.346 3.388
C -0.187 -4.611 2.824
H -2.120 -3.840 2.213
H 0.832 -4.232 2.964
H -0.182 -5.460 2.142
H -0.553 -4.957 3.795
H -0.129 -1.816 3.387
H -1.260 -2.759 4.394
H -1.885 -1.620 3.186
C -2.894 -0.138 0.668
H -3.537 -0.277 -0.203
H -2.115 -0.923 0.710
H -2.354 0.818 0.596
O 2.841 0.303 4.361
N 1.678 0.077 3.960
O 0.670 0.378 4.660
O 1.494 -0.481 2.810
*
```

Calculated values
Energy relative to the best compared isomer or geometry (same formula, charge and spin) in kcal/mol: 0.1
Kohn-Sham gap (alpha / beta) in eV: 3.858 / 4.025
LUMO energy (alpha / beta) in eV: 0.325 / -3.307

Löwdin atomic charge list, values in e, 4 entries:
1 Pd 0.74
2 C -0.21
3 C -0.35
4 C -0.13


Molecular formula: C12H15N
Method: DFT, the ωB97M-V functional and the def2-TZVPD basis

```
! RIJCOSX wB97M-V def2-TZVPD def2/J DEFGRID3
* xyz 0 1
C -3.547 0.853 -0.033
C -2.300 1.420 -0.120
C -3.675 -0.565 0.113
C -1.194 0.622 -0.025
C -1.392 -0.830 0.158
C -0.143 -1.545 0.175
C 0.982 -0.937 0.015
C 0.165 1.121 -0.065
C -0.285 -3.017 0.150
C 2.379 -1.249 -0.215
C 0.871 1.620 1.205
C 0.702 1.728 -1.384
N -2.585 -1.334 0.160
H -4.402 1.428 -0.143
H -2.157 2.511 -0.356
H -4.597 -1.099 0.187
H -0.856 -3.319 -0.744
H -0.976 -3.383 0.881
H 0.681 -3.433 0.151
H 2.710 -0.609 -0.982
H 2.547 -2.291 -0.326
H 2.800 -0.792 0.615
H 1.773 2.170 1.094
H 1.083 0.768 1.941
H 0.112 2.213 1.676
H 0.311 1.215 -2.239
H 1.747 1.488 -1.687
H 0.315 2.740 -1.434
*
```

Calculated values
Energy relative to the best compared isomer or geometry (same formula, charge and spin) in kcal/mol: 99.6
Kohn-Sham gap in eV: 8.846
LUMO energy in eV: 0.797

natural (NBO) atomic charge list, values in e, 4 entries:
1 C -0.26
2 C -0.18
3 C 0.04
4 C -0.11


Molecular formula: C21H46IN2O3P2
Method: DFT, the ωB97M-V functional and the def2-TZVPD basis

```
! RIJCOSX wB97M-V def2-TZVPD def2/J DEFGRID3
* xyz 1 3
C 3.593 -0.998 0.611
C 3.099 -1.946 -0.543
C 2.595 -3.299 0.062
P 0.751 -3.346 0.372
I 0.403 -3.856 2.749
P -0.229 -1.427 0.002
O -0.212 -1.152 -1.496
H 4.026 -1.575 1.443
H 4.288 -0.242 0.214
H 2.723 -0.442 1.015
H 3.923 -2.138 -1.247
H 2.328 -1.393 -1.108
H 3.148 -3.457 1.005
H 2.869 -4.161 -0.577
H 0.220 -4.373 -0.448
H 0.617 -0.461 0.637
H -1.522 -1.340 0.594
C 1.715 5.128 1.649
C 2.661 3.915 1.472
C 2.392 2.873 2.566
C 2.928 3.264 3.939
C 4.401 3.654 3.849
C 4.672 4.727 2.786
N 4.071 4.380 1.470
O 4.805 3.443 0.921
C 4.135 6.085 3.280
C 6.189 4.945 2.672
C 2.250 3.309 0.118
H 2.167 6.045 1.269
H 0.785 4.994 1.094
H 1.421 5.291 2.686
H 2.849 1.917 2.281
H 1.316 2.686 2.641
H 2.340 4.083 4.363
H 2.815 2.424 4.630
H 4.746 4.002 4.824
H 4.986 2.755 3.622
H 4.240 6.850 2.509
H 4.700 6.421 4.151
H 3.095 6.059 3.598
H 6.726 4.027 2.433
H 6.589 5.306 3.620
H 6.421 5.688 1.908
H 2.423 4.011 -0.699
H 1.186 3.063 0.121
H 2.778 2.382 -0.111
C -6.581 -3.894 -2.669
C -5.704 -2.998 -1.760
C -5.651 -1.569 -2.320
C -4.762 -1.424 -3.552
C -3.375 -2.002 -3.290
C -3.421 -3.446 -2.773
N -4.350 -3.602 -1.626
O -3.770 -3.086 -0.566
C -3.819 -4.389 -3.926
C -2.005 -3.888 -2.398
C -6.450 -2.962 -0.417
H -6.261 -4.937 -2.631
H -7.623 -3.885 -2.350
H -6.585 -3.570 -3.709
H -5.278 -0.887 -1.548
H -6.662 -1.231 -2.560
H -5.221 -1.909 -4.419
H -4.671 -0.367 -3.813
H -2.779 -1.956 -4.204
H -2.862 -1.364 -2.561
H -3.942 -5.413 -3.569
H -3.040 -4.401 -4.690
H -4.729 -4.094 -4.439
H -1.568 -3.224 -1.655
H -1.350 -3.871 -3.269
H -2.003 -4.908 -2.001
H -6.510 -3.957 0.028
H -7.467 -2.599 -0.565
H -5.982 -2.290 0.303
*
```

Calculated values
Energy relative to the best compared isomer or geometry (same formula, charge and spin) in kcal/mol: 32.7
Kohn-Sham gap (alpha / beta) in eV: 5.490 / 6.246
LUMO energy (alpha / beta) in eV: -5.016 / -5.016

Löwdin atomic charge list, values in e, 4 entries:
1 C -0.09
2 C -0.28
3 C -0.38
4 P 0.47


Molecular formula: C3H14N3OPb
Method: DFT, the ωB97M-V functional and the def2-TZVPD basis

```
! RIJCOSX wB97M-V def2-TZVPD def2/J DEFGRID3
* xyz 1 1
C 4.354 1.442 -0.432
Pb -0.350 1.114 -1.163
N 1.502 -1.106 -0.851
H 0.271 2.898 -0.970
H 4.122 1.523 0.585
H 4.886 2.332 -0.732
H 3.433 1.278 -0.987
H 5.163 0.766 -0.659
H 0.922 -1.631 -1.520
H 1.388 -1.630 0.025
H 2.503 -1.178 -1.128
C -3.276 -1.715 -0.268
N -3.098 -0.664 0.777
C -1.921 -0.071 0.945
N -1.782 1.028 1.777
O -0.869 -0.502 0.235
H -2.418 -1.904 -0.943
H -4.123 -1.438 -0.886
H -3.514 -2.654 0.225
H -3.900 -0.367 1.369
H -0.814 1.242 2.051
H -2.479 1.236 2.550
*
```

Calculated values
Kohn-Sham gap in eV: 7.772
LUMO energy in eV: -4.042

natural (NBO) atomic charge list, values in e, 4 entries:
1 C -0.86
2 Pb 1.15
3 N -1.09
4 H -0.37


Molecular formula: C5H24NO6
Method: DFT, the ωB97M-V functional and the def2-TZVPD basis

```
! RIJCOSX wB97M-V def2-TZVPD def2/J DEFGRID3
* xyz 1 1
C 0.945 3.340 1.464
C 0.915 2.026 2.288
C 1.666 0.835 1.626
C 0.815 0.137 0.662
C 0.644 0.366 -0.666
N -0.123 -0.885 1.340
H 0.290 4.201 2.036
H 1.999 3.675 1.378
H 0.661 3.165 0.419
H 1.342 2.158 3.303
H -0.196 1.878 2.600
H 2.103 0.101 2.480
H 2.625 1.179 1.100
H 0.055 -0.346 -1.201
H 1.232 1.114 -1.135
H -1.098 -0.920 0.978
H 0.334 -1.843 1.088
H -0.126 -0.662 2.333
H -3.882 -1.833 -2.194
H -2.653 -1.508 -3.161
O -3.230 -1.138 -2.542
H -3.229 -0.610 -0.267
H -3.417 -1.697 0.754
O -2.702 -1.343 0.194
H -0.913 3.723 -4.476
H -0.940 2.340 -4.806
O -0.509 2.874 -4.167
H -1.708 2.132 -0.419
H -1.594 0.587 -0.107
O -1.859 1.464 0.261
H 4.084 -3.337 1.353
H 3.967 -2.950 -0.160
O 3.464 -3.114 0.688
H 0.971 -4.411 0.141
H 1.931 -3.176 0.154
O 0.974 -3.368 0.089
*
```

Calculated values
Energy relative to the best compared isomer or geometry (same formula, charge and spin) in kcal/mol: 61.1
Kohn-Sham gap in eV: 10.600
LUMO energy in eV: -2.486

natural (NBO) atomic charge list, values in e, 4 entries:
1 C -0.61
2 C -0.42
3 C -0.49
4 C 0.19


Molecular formula: C25H20N4O2PtS4
Method: DFT, the ωB97M-V functional and the def2-TZVPD basis

```
! RIJCOSX wB97M-V def2-TZVPD def2/J DEFGRID3
* xyz -2 1
Pt 0.946 0.047 3.101
C -3.495 -1.911 -3.096
C -2.816 -2.115 -1.767
C -2.777 -3.373 -1.175
C -2.166 -3.560 0.058
C -1.592 -2.482 0.709
C -1.627 -1.219 0.136
C -2.231 -1.044 -1.097
S -0.821 -2.659 2.316
O -1.581 -1.807 3.186
O -0.841 -4.081 2.615
N 0.666 -2.071 2.131
C 1.559 -2.786 1.364
C 1.288 -3.959 0.658
C 2.244 -4.596 -0.145
C 3.521 -4.127 -0.276
C 3.878 -2.965 0.444
C 5.186 -2.429 0.400
C 5.498 -1.317 1.128
C 4.482 -0.735 1.913
N 3.268 -1.204 1.968
C 2.926 -2.297 1.256
H -3.383 -2.788 -3.736
H -3.079 -1.050 -3.620
H -4.566 -1.731 -2.968
H -3.220 -4.219 -1.690
H -2.124 -4.537 0.524
H -1.153 -0.391 0.649
H -2.233 -0.058 -1.549
H 0.317 -4.414 0.740
H 1.947 -5.495 -0.676
H 4.255 -4.624 -0.900
H 5.930 -2.919 -0.221
H 6.491 -0.885 1.106
H 4.676 0.158 2.502
S -2.393 5.101 1.886
C -1.396 3.921 1.209
S -0.682 2.650 2.148
C 0.193 2.088 0.736
N -0.075 2.772 -0.343
N -0.978 3.791 -0.069
C -1.297 4.612 -1.178
C -0.349 4.754 -2.191
C -0.631 5.533 -3.299
C -1.858 6.174 -3.420
C -2.803 6.013 -2.418
C -2.535 5.235 -1.301
S 1.270 0.766 0.804
H 0.592 4.234 -2.093
H 0.117 5.638 -4.076
H -2.076 6.783 -4.288
H -3.771 6.493 -2.502
H -3.272 5.114 -0.524
C 0.858 1.047 4.652
H 1.726 1.309 5.278
H -0.015 1.617 5.002
*
```

Calculated values
Energy relative to the best compared isomer or geometry (same formula, charge and spin) in kcal/mol: 11.3
Kohn-Sham gap in eV: 4.825
LUMO energy in eV: 4.336

natural (NBO) atomic charge list, values in e, 4 entries:
1 Pt 0.28
2 C -0.62
3 C -0.04
4 C -0.23


no.,M (u),E_tot (eV)
1,114.1,-12370.424
2,216.2,-24957.797
3,660.7,-83659.317
4,173.3,-14173.831
5,563.5,-58313.369
6,315.4,-15096.266
7,194.2,-19341.891
8,731.8,-82892.284